Record 1
A cluster of 10 separate species, C12H29I2N9O21 in total. Source: the Open Molecules 2025 dataset; level of theory: ωB97M-V with the def2-TZVPD basis set.

The geometry in XYZ format:
```
73
C12H29I2N9O21 | the Open Molecules 2025 dataset | ωB97M-V with the def2-TZVPD basis set
O -5.1449 -1.9447 4.4939
C -4.8940 -0.8747 3.9297
O -4.8826 -0.8206 2.4707
C -4.9235 0.6312 2.2316
I -6.8695 1.1269 3.1943
C -3.8040 1.0016 3.3593
I -3.1696 3.0803 3.5137
O -4.5274 0.4117 4.5041
H -4.7628 1.0106 1.1730
H -2.9913 0.1920 3.2088
C 1.3252 3.0954 0.8575
N -0.0646 2.7381 1.2401
O -0.2146 2.0849 2.2624
O -0.9579 3.1261 0.4998
H 2.0066 2.6902 1.5973
H 1.5182 2.6623 -0.1228
H 1.3887 4.1835 0.8294
C 3.4775 -0.0549 3.2779
N 2.6778 0.1224 2.0384
O 1.6969 -0.5876 1.8980
O 3.0651 0.9706 1.2464
H 3.0195 -0.8357 3.8819
H 4.4862 -0.3388 2.9800
H 3.4745 0.8962 3.8095
C 1.8944 -1.7157 -0.8055
N 1.9814 -1.6041 -2.2846
O 1.1460 -2.2027 -2.9439
O 2.8862 -0.9179 -2.7332
H 1.0486 -2.3505 -0.5498
H 2.8256 -2.1550 -0.4538
H 1.7563 -0.7115 -0.4087
C -2.8084 1.0722 6.9901
N -1.6010 1.6684 7.6192
O -1.6093 1.8058 8.8312
O -0.6865 1.9774 6.8722
H -3.5355 0.8477 7.7682
H -3.2080 1.8031 6.2878
H -2.4973 0.1620 6.4792
C 2.5054 1.8530 -4.0862
N 2.4603 3.2649 -3.6229
O 1.8461 4.0629 -4.3124
O 3.0431 3.5222 -2.5822
H 1.9482 1.7711 -5.0176
H 3.5512 1.5896 -4.2380
H 2.0522 1.2386 -3.3106
C 3.3045 -5.7197 0.1913
N 3.6169 -4.5766 1.0891
O 4.6972 -4.5851 1.6532
O 2.7630 -3.7087 1.1954
H 4.1471 -6.4083 0.1941
H 2.4084 -6.2047 0.5766
H 3.1380 -5.3175 -0.8075
C 0.3126 -4.9593 -4.8984
N 0.6629 -6.3938 -4.7293
O 1.0130 -7.0077 -5.7238
O 0.5741 -6.8542 -3.6015
H 0.4368 -4.6881 -5.9445
H -0.7231 -4.8352 -4.5888
H 0.9863 -4.3803 -4.2674
C -1.0893 6.6060 -1.3548
N -1.0459 7.2414 -0.0127
O -1.9331 8.0313 0.2625
O -0.1195 6.9218 0.7173
H -1.9590 6.9797 -1.8919
H -0.1703 6.8736 -1.8751
H -1.1609 5.5287 -1.2064
C -2.4082 -1.0983 -5.3398
N -2.0592 -2.5328 -5.1722
O -1.7080 -3.1453 -6.1684
O -2.1501 -2.9938 -4.0468
H -2.2821 -0.8265 -6.3861
H -3.4455 -0.9744 -5.0310
H -1.7353 -0.5207 -4.7070
```

total charge = 0
highest occupied orbital energy = -9.76 eV



Record 2
A cluster of 2 separate species, C12H29IO3P in total. Source: the Open Molecules 2025 dataset; level of theory: ωB97M-V with the def2-TZVPD basis set.

The geometry in XYZ format:
```
46
C12H29IO3P | the Open Molecules 2025 dataset | ωB97M-V with the def2-TZVPD basis set
C 4.7258 -0.7866 -2.8850
O 4.3111 0.4824 -2.3736
C 2.8673 0.5611 -2.5952
C 2.1762 0.0186 -1.2929
C 0.6552 0.3894 -1.2140
C -0.3326 -0.6377 -1.8904
O -1.2765 0.1647 -2.5980
P -0.7929 -0.0076 -4.2869
O -0.5164 -1.7243 -4.0238
C 0.2475 -1.7770 -2.8310
I -0.4352 -3.7015 -1.9856
H 4.0059 -1.5964 -2.6333
H 5.7217 -1.0548 -2.4918
H 4.7569 -0.7454 -3.9982
H 2.6474 1.6343 -2.7403
H 2.6368 -0.0571 -3.4781
H 2.7008 0.5493 -0.4653
H 2.3871 -1.0590 -1.1575
H 0.5073 1.3768 -1.6893
H 0.3686 0.5008 -0.1477
H -0.9395 -1.0906 -1.0816
H -0.8133 1.4482 -4.3585
H 0.6177 0.1470 -3.9615
H -0.3478 -0.0602 -5.6705
H -2.1311 -0.1480 -4.8015
H 1.3318 -1.8449 -3.0053
C -3.9862 0.2371 4.4517
C -2.6728 0.9793 4.6710
C -2.0958 1.5743 3.3859
C -1.7270 0.5507 2.3089
C -0.7219 -0.5145 2.7470
C 0.6328 0.0620 3.1417
H -3.8620 -0.6132 3.7792
H -4.3702 -0.1465 5.3996
H -4.7409 0.9026 4.0262
H -1.9469 0.3102 5.1425
H -2.8454 1.7925 5.3832
H -1.2149 2.1722 3.6392
H -2.8225 2.2756 2.9620
H -1.3212 1.0888 1.4465
H -2.6330 0.0550 1.9497
H -0.5758 -1.2153 1.9202
H -1.1262 -1.1032 3.5768
H 1.0786 0.6097 2.3079
H 1.3196 -0.7390 3.4235
H 0.5520 0.7403 3.9942
```

total charge = -1
energy above the lowest of the compared OMol25 structures with the same formula, charge and spin = 100.7 kJ/mol
highest occupied orbital energy = -4.36 eV



Record 3
A cluster of 2 separate species, C12H29N2O4P3Si2 in total. Source: the Open Molecules 2025 dataset; level of theory: ωB97M-V with the def2-TZVPD basis set.

The geometry in XYZ format:
```
52
C12H29N2O4P3Si2 | the Open Molecules 2025 dataset | ωB97M-V with the def2-TZVPD basis set
C 4.2756 -4.5343 1.0399
P 5.7916 -3.5498 1.6583
O 6.0020 -4.0627 3.3432
C 5.4986 -1.6593 1.6611
C 6.6344 -0.6865 0.9191
C 6.4086 0.9554 0.9593
N 5.2063 1.6337 1.6413
C 4.1116 0.7693 2.2967
C 4.2139 -0.8832 2.3339
P 2.7958 -1.8650 3.1724
P 1.1899 -1.8613 1.6332
O 1.6055 -2.7047 0.3374
O 1.1093 -0.1695 1.0959
O -0.3271 -2.4484 2.2719
H 3.9548 -4.2817 -0.0691
H 3.3414 -4.4968 1.7817
H 4.6015 -5.6795 1.0262
H 5.0548 -4.0588 3.7119
H 7.5562 -1.2036 0.4080
H 7.2534 1.6153 0.4493
H 5.1756 2.6882 1.6299
H 3.2225 1.3472 2.7942
H 2.4068 -1.0642 4.3046
H 2.0088 -0.0505 0.6302
H -0.7426 -1.6983 2.7993
C -6.3992 3.1489 -2.1697
Si -5.0702 1.8093 -2.0351
C -4.7886 1.1618 -3.7742
C -5.7984 0.4354 -0.9855
N -3.6333 2.5058 -1.3332
Si -2.2108 1.5302 -1.0716
C -1.5006 0.8392 -2.6642
C -2.5099 0.1147 0.1233
C -0.8601 2.6102 -0.3022
H -7.3081 2.7274 -2.6055
H -6.6464 3.5505 -1.1827
H -6.0617 3.9697 -2.8087
H -5.7477 0.9346 -4.2490
H -4.2008 0.2420 -3.7730
H -4.2758 1.9077 -4.3894
H -5.8916 0.7479 0.0589
H -5.1921 -0.4718 -1.0272
H -6.7983 0.1746 -1.3485
H -2.1234 0.0414 -3.0738
H -0.5091 0.4145 -2.4798
H -1.3952 1.6250 -3.4184
H -3.0064 0.4685 1.0306
H -1.5547 -0.3374 0.4149
H -3.1173 -0.6739 -0.3272
H -1.1911 3.0205 0.6565
H -0.6006 3.4383 -0.9678
H 0.0425 2.0141 -0.1273
```

total charge = 0
highest occupied orbital energy = -5.31 eV



Record 4
A cluster of 2 separate species, C12H29N4O3Si in total. Source: the Open Molecules 2025 dataset; level of theory: ωB97M-V with the def2-TZVPD basis set.

The geometry in XYZ format:
```
49
C12H29N4O3Si | the Open Molecules 2025 dataset | ωB97M-V with the def2-TZVPD basis set
C 2.4306 0.1695 3.5912
C 3.5180 -0.6571 2.8585
O 3.3698 -2.0207 3.2432
C 3.5666 -0.4373 1.3083
O 2.4728 0.3941 0.8021
N 1.6140 -0.4368 0.1163
C 0.3573 -0.5361 0.5092
N -0.4786 -1.4067 -0.1726
C -1.6250 -1.2812 0.5120
Si -3.0450 -2.4116 -0.1223
C -4.3026 -2.5434 1.3169
C -3.8449 -1.8391 -1.7285
C -2.2880 -4.1582 -0.2752
N -1.5531 -0.4053 1.5142
N -0.2740 0.0672 1.4900
H 1.4490 -0.3332 3.5376
H 2.7015 0.2061 4.6603
H 2.3496 1.2124 3.2300
H 4.4887 -0.3311 3.2764
H 3.0380 -2.5596 2.5129
H 3.5334 -1.4321 0.8351
H 4.5282 0.0439 1.0743
H 1.8983 -0.9838 -0.6912
H -3.8161 -2.1447 2.2346
H -4.5249 -3.6003 1.5378
H -5.2115 -1.9476 1.1397
H -3.5565 -0.8288 -2.0660
H -3.6105 -2.5407 -2.5493
H -4.9455 -1.8216 -1.6119
H -1.1907 -4.0581 -0.1427
H -2.6386 -4.7880 0.5555
H -2.4343 -4.6002 -1.2715
H -2.3047 -0.1578 2.1438
H 0.0813 0.7464 2.1536
C 0.6258 2.6705 -0.5748
C -0.3518 2.6723 -1.7405
O -0.3451 3.8694 -2.4857
C 0.8876 4.2265 -3.0955
C 1.4036 3.1936 -4.0823
H 0.4162 3.5030 0.1009
H 0.5469 1.7395 -0.0185
H 1.6593 2.7725 -0.9073
H -1.3669 2.5609 -1.3526
H -0.1757 1.8128 -2.3988
H 1.6390 4.4460 -2.3291
H 0.7043 5.1626 -3.6233
H 1.6109 2.2349 -3.6026
H 2.3273 3.5424 -4.5453
H 0.6661 3.0145 -4.8667
```

total charge = +1
highest occupied orbital energy = -12.02 eV



Which value of total charge does entry 2 give? -1



Among the records above, which one has the lowest total charge? C12H29IO3P



Repeat the second record exactly.
A cluster of 2 separate species, C12H29IO3P in total. Source: the Open Molecules 2025 dataset; level of theory: ωB97M-V with the def2-TZVPD basis set.

The geometry in XYZ format:
```
46
C12H29IO3P | the Open Molecules 2025 dataset | ωB97M-V with the def2-TZVPD basis set
C 4.7258 -0.7866 -2.8850
O 4.3111 0.4824 -2.3736
C 2.8673 0.5611 -2.5952
C 2.1762 0.0186 -1.2929
C 0.6552 0.3894 -1.2140
C -0.3326 -0.6377 -1.8904
O -1.2765 0.1647 -2.5980
P -0.7929 -0.0076 -4.2869
O -0.5164 -1.7243 -4.0238
C 0.2475 -1.7770 -2.8310
I -0.4352 -3.7015 -1.9856
H 4.0059 -1.5964 -2.6333
H 5.7217 -1.0548 -2.4918
H 4.7569 -0.7454 -3.9982
H 2.6474 1.6343 -2.7403
H 2.6368 -0.0571 -3.4781
H 2.7008 0.5493 -0.4653
H 2.3871 -1.0590 -1.1575
H 0.5073 1.3768 -1.6893
H 0.3686 0.5008 -0.1477
H -0.9395 -1.0906 -1.0816
H -0.8133 1.4482 -4.3585
H 0.6177 0.1470 -3.9615
H -0.3478 -0.0602 -5.6705
H -2.1311 -0.1480 -4.8015
H 1.3318 -1.8449 -3.0053
C -3.9862 0.2371 4.4517
C -2.6728 0.9793 4.6710
C -2.0958 1.5743 3.3859
C -1.7270 0.5507 2.3089
C -0.7219 -0.5145 2.7470
C 0.6328 0.0620 3.1417
H -3.8620 -0.6132 3.7792
H -4.3702 -0.1465 5.3996
H -4.7409 0.9026 4.0262
H -1.9469 0.3102 5.1425
H -2.8454 1.7925 5.3832
H -1.2149 2.1722 3.6392
H -2.8225 2.2756 2.9620
H -1.3212 1.0888 1.4465
H -2.6330 0.0550 1.9497
H -0.5758 -1.2153 1.9202
H -1.1262 -1.1032 3.5768
H 1.0786 0.6097 2.3079
H 1.3196 -0.7390 3.4235
H 0.5520 0.7403 3.9942
```

total charge = -1
energy above the lowest of the compared OMol25 structures with the same formula, charge and spin = 100.7 kJ/mol
highest occupied orbital energy = -4.36 eV



Among the records above, which one has the lowest highest occupied orbital energy? C12H29N4O3Si